Molecular formula: C45H42N6PS4Ti
Method: DFT, the ωB97M-V functional and the def2-TZVPD basis

Last column: Löwdin charge in e.
CARTESIAN COORDINATES (ANGSTROEM)
1 Ti -0.46 -0.77 0.23  0.898
2 S 4.69 -2.59 -1.81  0.901
3 S -0.79 -5.45 1.66  1.113
4 S 3.53 1.04 -1.77  0.857
5 S 2.32 -1.16 0.54  0.848
6 P 0.26 2.10 1.34  1.098
7 N -0.01 -3.84 -2.80  0.208
8 N -0.23 -3.15 0.78  -0.019
9 N -0.63 -0.82 2.36  -0.041
10 N -2.36 -1.17 0.63  -0.131
11 N -2.83 -1.35 1.84  0.080
12 N -0.06 -1.99 -1.60  0.081
13 C -2.17 -1.39 4.14  -0.009
14 C -2.25 2.31 -2.48  -0.068
15 C 1.22 3.65 1.37  -0.364
16 C -0.46 -3.80 1.88  -0.416
17 C -0.14 -3.30 -1.58  -0.307
18 C 3.19 -2.74 0.58  -0.473
19 C -1.07 3.47 -0.75  -0.075
20 C -4.41 -0.17 -0.19  -0.019
21 C 3.67 -1.56 -2.91  -0.520
22 C -3.38 -1.94 -1.46  -0.042
23 C -3.34 2.38 3.33  -0.071
24 C -1.86 1.10 -1.94  -0.142
25 C -4.36 -1.80 -2.44  -0.076
26 C -0.34 -3.98 -0.31  -0.320
27 C 4.44 0.55 -0.28  -0.516
28 C -0.68 2.24 -0.21  -0.426
29 C 3.05 4.90 0.41  -0.071
30 C 0.35 -0.71 3.30  -0.193
31 C -1.85 3.50 -1.89  -0.069
32 C -3.39 -1.11 -0.35  -0.278
33 C -0.63 -5.27 -0.03  -0.302
34 C -1.17 -1.29 5.06  -0.064
35 C -5.36 -0.85 -2.29  -0.076
36 C -2.94 2.47 4.66  -0.079
37 C 3.55 0.12 0.88  -0.499
38 C -1.88 -1.18 2.77  -0.380
39 C 0.13 -0.95 4.63  -0.072
40 C 0.42 -0.41 -3.52  -0.019
41 C 0.66 -0.39 -4.88  -0.055
42 C -1.58 2.48 4.97  -0.079
43 C 4.16 -0.12 -3.02  -0.531
44 C -0.64 2.39 3.96  -0.125
45 C -1.03 2.32 2.62  -0.368
46 C -2.39 2.31 2.32  -0.077
47 C 0.67 -1.57 -5.64  -0.064
48 C 0.16 -1.64 -2.93  -0.213
49 C -1.05 1.03 -0.79  -0.244
50 C -5.38 -0.04 -1.16  -0.060
51 C 0.20 -2.81 -3.70  -0.176
52 C 3.44 -3.40 -0.77  -0.531
53 C 0.93 4.74 2.19  -0.080
54 C 1.70 5.89 2.13  -0.070
55 C 2.76 5.97 1.24  -0.078
56 C 2.29 3.75 0.47  -0.110
57 C 0.45 -2.80 -5.07  -0.003
58 H 2.52 -3.49 -1.34  0.054
59 H -2.62 -2.70 -1.57  0.094
60 H 3.79 0.30 -3.96  0.068
61 H 0.87 -1.51 -6.71  0.112
62 H 2.50 2.92 -0.20  0.044
63 H 3.69 -2.02 -3.90  0.075
64 H -1.26 2.55 6.00  0.108
65 H 5.24 -0.06 -3.06  0.077
66 H 3.36 6.87 1.19  0.107
67 H 1.47 6.73 2.78  0.108
68 H -2.71 2.25 1.29  0.097
69 H 0.86 0.55 -5.38  0.116
70 H -4.40 0.46 0.69  0.108
71 H 0.42 2.40 4.21  0.112
72 H -1.36 -1.45 6.11  0.113
73 H 2.94 0.96 1.22  0.027
74 H 0.00 -4.82 -3.02  0.177
75 H 3.87 4.97 -0.30  0.108
76 H -0.42 -3.35 2.86  0.088
77 H 0.44 0.50 -2.94  0.101
78 H -3.19 -1.65 4.41  0.120
79 H 3.81 -4.41 -0.59  0.076
80 H 2.60 -3.40 1.21  0.068
81 H 2.65 -1.58 -2.54  0.032
82 H 0.95 -0.85 5.33  0.108
83 H -0.76 4.40 -0.27  0.111
84 H -6.12 -0.74 -3.06  0.106
85 H -3.68 2.53 5.45  0.106
86 H 4.16 -0.20 1.72  0.092
87 H 4.14 -2.57 1.10  0.086
88 H -4.35 -2.45 -3.30  0.106
89 H 0.47 -3.72 -5.65  0.118
90 H 5.02 1.41 0.05  0.079
91 H -0.79 -6.10 -0.71  0.088
92 H -4.39 2.38 3.08  0.107
93 H -2.88 2.33 -3.37  0.109
94 H 1.32 -0.42 2.93  0.065
95 H 5.14 -0.24 -0.55  0.040
96 H 0.10 4.69 2.88  0.099
97 H -6.16 0.70 -1.04  0.110
98 H -2.19 0.19 -2.43  0.087
99 H -2.16 4.45 -2.31  0.107

total charge	+1
E_LUMO (spin up / spin down)	-3.01 / -3.02	eV
energy relative to the best compared isomer or geometry (same formula, charge and spin)	0.503	eV
HOMO-LUMO gap (spin up / spin down)	5.97 / 5.96	eV
E_tot	-4851.98872	Ha


Molecular formula: C45H43As2N6O2SW
Method: DFT, the ωB97M-V functional and the def2-TZVPD basis

Last column: Löwdin charge in e.
CARTESIAN COORDINATES (ANGSTROEM)
1 W 0.36 -1.18 -0.07  1.101
2 As 1.46 1.20 0.00  1.191
3 As -0.61 0.57 1.67  1.201
4 S 2.06 -1.51 -1.83  0.709
5 O -3.85 -0.21 -5.62  -0.031
6 O -1.51 -5.33 -5.30  -0.031
7 N -0.35 -2.57 1.64  -0.057
8 N 3.36 -1.58 0.53  0.023
9 N -0.41 -2.87 -1.18  -0.110
10 N 4.63 -1.06 -1.30  0.123
11 N -0.97 -0.29 -1.62  -0.074
12 N 2.08 -1.93 0.92  -0.214
13 C -2.63 0.50 -3.73  -0.122
14 C 0.98 4.17 -3.59  -0.035
15 C 1.02 4.64 -2.28  -0.040
16 C 1.15 3.75 -1.23  -0.092
17 C 2.00 -2.81 1.85  -0.053
18 C -4.51 -0.40 0.27  -0.052
19 C -1.86 -3.78 3.04  0.010
20 C 4.96 3.56 2.05  -0.035
21 C 4.02 1.95 0.53  -0.126
22 C -0.49 2.17 2.74  -0.500
23 C -0.38 4.46 4.28  -0.034
24 C 3.70 3.80 2.56  -0.037
25 C 2.75 2.19 1.06  -0.404
26 C -0.04 -4.15 -0.95  -0.094
27 C 0.48 -4.10 3.30  0.031
28 C -2.27 1.39 -2.72  0.040
29 C -1.59 -2.88 2.03  -0.094
30 C 5.13 2.63 1.03  -0.044
31 C -1.35 -1.17 -2.59  -0.192
32 C -0.93 -2.57 -2.40  -0.213
33 C 1.07 2.80 -3.85  -0.051
34 C 3.44 -1.38 -0.76  -0.836
35 C -3.14 -0.38 0.48  -0.186
36 C -1.07 -3.53 -3.39  0.090
37 C -5.31 0.59 0.83  -0.038
38 C 2.95 -0.07 3.78  -0.055
39 C -2.16 -0.80 -3.64  0.092
40 C -0.10 3.22 4.86  -0.037
41 C -0.69 -4.84 -3.14  -0.119
42 C -0.17 -5.14 -1.89  0.041
43 C -3.52 0.93 -4.87  -0.188
44 C 2.37 -1.03 4.50  -0.073
45 C -1.45 0.96 -1.71  -0.163
46 C 1.18 1.90 -2.80  -0.135
47 C -2.53 0.62 1.24  -0.404
48 C 0.68 -3.18 2.29  -0.279
49 C -0.82 -5.89 -4.21  -0.188
50 C -0.77 3.40 2.16  -0.164
51 C -4.73 1.57 1.62  -0.038
52 C 1.21 2.38 -1.49  -0.431
53 C -0.15 2.07 4.09  -0.108
54 C 2.58 3.13 2.07  -0.106
55 C -0.81 -4.42 3.69  0.015
56 C -3.36 1.58 1.83  -0.084
57 C -0.72 4.54 2.94  -0.049
58 H 0.14 -6.15 -1.63  0.142
59 H -1.56 -5.97 -6.01  0.119
60 H -5.34 2.33 2.09  0.123
61 H 4.74 -1.05 -2.30  0.111
62 H -0.34 5.35 4.89  0.124
63 H 0.07 1.11 4.54  0.094
64 H 2.94 -1.86 4.89  0.063
65 H -0.95 5.51 2.50  0.124
66 H -1.47 -3.28 -4.36  0.129
67 H -4.40 1.43 -4.45  0.146
68 H -2.89 -3.98 3.31  0.132
69 H -2.62 2.41 -2.72  0.145
70 H 0.97 5.70 -2.09  0.122
71 H 5.46 -1.20 -0.74  0.132
72 H 1.25 0.84 -3.01  0.053
73 H 2.90 -3.24 2.27  0.156
74 H -4.40 0.04 -6.37  0.118
75 H 3.56 4.53 3.35  0.122
76 H 0.38 -4.36 0.02  0.111
77 H -2.97 1.67 -5.46  0.148
78 H -0.99 -5.13 4.48  0.137
79 H 1.22 4.13 -0.22  0.099
80 H 5.82 4.10 2.43  0.124
81 H 6.11 2.44 0.62  0.120
82 H -2.48 -1.51 -4.39  0.127
83 H 0.91 4.87 -4.41  0.123
84 H 2.40 0.80 3.44  0.016
85 H -4.95 -1.19 -0.33  0.119
86 H -1.17 1.64 -0.92  0.063
87 H -6.38 0.58 0.66  0.123
88 H -2.56 -1.18 0.04  0.055
89 H 1.34 -4.56 3.77  0.140
90 H 1.62 3.36 2.49  0.064
91 H 4.01 -0.09 3.56  0.069
92 H 4.17 1.23 -0.26  0.074
93 H -1.33 -6.75 -3.78  0.148
94 H 1.32 -0.99 4.76  0.043
95 H -1.02 3.47 1.10  0.106
96 H 1.07 2.44 -4.87  0.119
97 H 0.20 -6.21 -4.48  0.152
98 H 0.16 3.16 5.90  0.124
99 H -2.96 2.35 2.48  0.096
100 H -2.41 -2.39 1.53  0.092

<S²>	2.03
total charge	+3
E_LUMO (spin up / spin down)	-9.13 / -9.47	eV
energy relative to the best compared isomer or geometry (same formula, charge and spin)	0.507	eV
HOMO-LUMO gap (spin up / spin down)	6.10 / 5.93	eV
2S+1	3
E_tot	-7155.54141	Ha